ORCA calculation (ωB97M-V with the def2-TZVPD basis set) on 3 unconnected molecules or ions with the total composition C5H12O3 in a non-equilibrium geometry.

Positions of all 20 atoms, in Å:
C: 2.76252 0.43862 -1.43321
C: 2.40235 0.09334 -0.05326
C: 1.09561 -0.18421 0.28991
C: 0.48795 -0.48006 1.51740
C: -0.94528 -0.25447 1.54845
O: -1.24799 1.13396 1.34352
H: 3.01784 -0.40424 -2.10467
H: 3.45707 1.28001 -1.43619
H: 1.88310 0.79713 -1.97987
H: 2.94527 0.60429 0.73699
H: 0.41139 -0.06406 -0.55833
H: 1.06728 -0.99101 2.28446
H: -1.36660 -0.75606 0.66229
H: -1.35796 -0.52452 2.51041
H: -2.09888 1.04691 0.84216
H: -4.22603 0.45750 -0.18806
O: -3.27500 0.43301 -0.25618
H: -1.59939 -1.64219 -1.40392
H: -2.10130 -0.26303 -0.92320
O: -1.31196 -0.72091 -1.39870

For the total energy, the calculation gives -423.2362 hartree. Its relative energy (zero: lowest compared OMol25 entry of this formula, charge and spin) is 5.923 eV.

***

ORCA calculation (ωB97M-V with the def2-TZVPD basis set) on 2 unconnected molecules or ions with the total composition C23H19BrF2O2 in a non-equilibrium geometry.

Positions of all 47 atoms, in Å:
C: -0.80509 -3.38660 -3.53096
C: -1.47628 -2.87211 -2.27967
O: -1.65721 -1.44490 -2.44630
C: -2.30098 -0.94903 -1.34263
C: -2.27150 0.48949 -1.32515
C: -3.00785 1.23680 -0.39658
C: -3.76893 0.60651 0.64443
C: -4.37219 1.34196 1.65673
C: -4.30101 2.74726 1.63680
Br: -5.05305 3.74443 3.04566
C: -3.67411 3.41042 0.55876
C: -3.07540 2.67570 -0.46221
O: -2.84150 -1.73837 -0.54747
H: -0.41397 -4.39168 -3.33437
H: -1.54228 -3.48128 -4.34360
H: 0.02116 -2.75215 -3.88448
H: -2.44530 -3.38308 -2.14103
H: -0.83979 -3.03536 -1.39154
H: -1.90239 0.94884 -2.23473
H: -3.85129 -0.47850 0.64608
H: -4.88413 0.83724 2.47279
H: -3.63984 4.49793 0.53973
H: -2.63760 3.17571 -1.33743
F: 3.71384 1.93509 4.36723
C: 2.97380 2.17150 3.23044
C: 2.32777 3.38926 3.11199
C: 1.55895 3.60798 1.95769
C: 1.41711 2.60970 1.00998
C: 2.03658 1.32335 1.14024
C: 1.79748 0.37352 0.11049
C: 2.34900 -0.92084 -0.08474
C: 2.13351 -1.55156 -1.35298
C: 2.65409 -2.79796 -1.66673
C: 3.43653 -3.49577 -0.73484
C: 3.67575 -2.88975 0.48517
F: 4.44741 -3.56072 1.40630
C: 3.15614 -1.64999 0.84888
C: 2.89829 1.15924 2.27732
H: 2.42107 4.14641 3.89133
H: 1.05693 4.56328 1.83027
H: 0.81881 2.79402 0.11616
H: 1.16663 0.72547 -0.70198
H: 1.54930 -1.01107 -2.09855
H: 2.45148 -3.24415 -2.63749
H: 3.84631 -4.48329 -0.95552
H: 3.36394 -1.26957 1.82870
H: 3.48984 0.27664 2.41783

For the total energy, the calculation gives -3811.9359 hartree.

***

ORCA calculation (ωB97M-V with the def2-TZVPD basis set) on a gas-phase ion, C6H12N3OS (charge +1) in a non-equilibrium geometry.

Positions of all 23 atoms, in Å:
C: -0.35936 1.36520 -1.33646
C: -0.13054 1.74841 -0.11235
C: 0.15119 -0.95357 -1.05876
C: 0.39879 -0.06192 1.21149
C: 0.25509 -2.29064 -1.80367
C: -0.92625 -0.02663 1.85460
N: -0.42444 0.04309 -1.70132
N: 0.68741 -0.90121 0.20380
N: 1.48340 0.37588 2.01872
O: -1.89121 -0.62775 1.00467
S: 0.14226 3.28935 0.47884
H: -0.48348 2.08532 -2.21717
H: 0.45520 -3.03980 -0.92352
H: 1.05053 -2.38431 -2.49258
H: -0.65497 -2.53943 -2.43613
H: -1.18458 0.97789 2.09627
H: -0.71982 -0.71210 2.77915
H: -0.81763 0.00780 -2.60732
H: 1.43131 -1.63696 0.26968
H: 2.49819 0.25140 1.64529
H: 1.49229 1.20275 2.65737
H: -2.86600 -0.36942 1.00537
H: 0.41260 4.19665 -0.53596

For the total energy, the calculation gives -873.1492 hartree. Its relative energy (zero: lowest compared OMol25 entry of this formula, charge and spin) is 3.067 eV. As for the net charge: +1.

***

ORCA calculation (ωB97M-V with the def2-TZVPD basis set) on a molecular structure, CH10N6P in a non-equilibrium geometry.

Positions of all 18 atoms, in Å:
C: -0.75785 0.25346 -1.49028
N: -0.01243 1.05711 1.86301
N: -1.31105 0.49410 -2.62892
N: -1.30488 -0.14993 -0.29707
N: 0.06219 -1.71625 1.04242
N: 2.03809 -0.14369 0.85828
N: 0.59866 0.08916 -1.20367
P: 0.38205 -0.23760 0.54466
H: -0.88812 1.49867 1.92640
H: -2.36557 0.59085 -2.56070
H: -0.78976 0.90151 -3.42512
H: -2.19795 -0.41396 -0.07381
H: 0.82181 1.69560 1.55569
H: -0.78867 -2.25601 0.92051
H: 0.89584 -2.02186 1.60914
H: 2.41185 -0.23245 1.81087
H: 2.51437 -0.95005 0.33964
H: 1.31578 0.48585 -1.70808

For the total energy, the calculation gives -713.8036 hartree. Its relative energy (zero: lowest compared OMol25 entry of this formula, charge and spin) is 0.735 eV. As for the net charge: +1.

***

ORCA calculation (ωB97M-V with the def2-TZVPD basis set) on 2 unconnected molecules or ions with the total composition C5H8N2O2S in a non-equilibrium geometry.

Positions of all 18 atoms, in Å:
C: -0.61286 1.74818 0.77580
C: -1.71975 1.26098 1.33723
C: 0.96559 -1.83830 0.97870
C: -0.18621 -0.59600 0.56081
C: 1.37221 1.09909 -0.46962
N: -0.60673 -1.39570 -1.57760
N: 0.24352 0.66019 0.36187
O: 0.97363 -1.77471 2.14892
O: 1.50238 -2.34750 0.04555
S: -1.69624 -0.46013 1.39940
H: -0.39897 2.86508 0.61562
H: -2.40830 1.98034 1.64339
H: 1.88536 0.22454 -1.00088
H: 1.01626 1.74731 -1.24236
H: 2.15228 1.38147 0.09812
H: -0.03021 -1.54246 -2.39338
H: -1.34732 -0.76329 -1.85119
H: -1.10466 -2.24910 -1.43039

For the total energy, the calculation gives -853.4320 hartree. Its relative energy (zero: lowest compared OMol25 entry of this formula, charge and spin) is 3.031 eV.

***

ORCA calculation (ωB97M-V with the def2-TZVPD basis set) on 2 unconnected molecules or ions with the total composition C4H10NO2S in a non-equilibrium geometry.

Positions of all 18 atoms, in Å:
O: 2.32680 1.25715 2.71959
C: 1.91737 0.93700 1.60753
N: 0.59529 0.69530 1.43465
C: -0.11418 0.10992 0.18267
C: -1.56496 0.05306 0.69646
S: -2.61464 -0.45420 -0.70890
C: 0.54681 -1.18790 -0.21914
H: 2.59215 0.94337 0.74628
H: -0.03865 0.92882 2.18357
H: 0.06555 0.92501 -0.62481
H: -1.96477 1.00659 1.12524
H: -1.56351 -0.74245 1.42844
H: -0.09580 -1.67723 -0.96886
H: 1.59012 -1.01326 -0.45295
H: 0.56896 -1.89813 0.61696
H: -0.69216 0.45449 -2.63579
H: -0.94420 -0.62375 -3.54108
O: -0.61019 0.28618 -3.58988

For the total energy, the calculation gives -761.8772 hartree. Its relative energy (zero: lowest compared OMol25 entry of this formula, charge and spin) is 1.204 eV. As for the net charge: -1.

***

ORCA calculation (ωB97M-V with the def2-TZVPD basis set) on C3HNO2S in the gas phase in a non-equilibrium geometry.

Positions of all 8 atoms, in Å:
C: 1.59489 -1.02945 1.09079
C: -0.95888 0.83564 -1.17628
C: -0.45274 0.54187 0.27899
N: 1.07684 -0.01455 0.58857
O: -1.06069 -0.04400 -1.92954
O: -1.14821 0.26608 1.18792
S: 2.42002 -2.37708 1.39676
H: -1.47123 1.82149 -1.43721

For the total energy, the calculation gives -718.2549 hartree. Its relative energy (zero: lowest compared OMol25 entry of this formula, charge and spin) is 1.741 eV. The SMILES is O=CC(=O)N=C=S.